--- one ---
{
  "formula": "C10H10O2",
  "method": "ωB97M-V/def2-TZVPD",
  "species": ["C", "C", "C", "C", "C", "C", "C", "C", "C", "C", "O", "O", "H", "H", "H", "H", "H", "H", "H", "H", "H", "H"],
  "coordinates": [[0.907, -1.680, -2.877], [0.680, -2.199, -1.590], [0.863, -0.247, -3.056], [0.313, -1.411, -0.497], [0.455, 0.547, -1.995], [0.203, -0.006, -0.726], [2.465, 2.013, 3.102], [-0.252, 0.856, 0.361], [-1.292, 0.229, 2.609], [-1.605, 0.674, 1.183], [2.179, 3.088, 2.903], [0.356, 1.878, 0.547], [1.127, -2.341, -3.614], [0.698, -3.252, -1.414], [0.802, 0.210, -4.064], [-0.052, -2.001, 0.361], [0.335, 1.632, -2.065], [-1.263, -0.858, 2.606], [-2.108, 0.379, 3.437], [-0.443, 0.724, 2.844], [-1.948, 1.689, 1.250], [-2.423, 0.075, 0.696]],
  "homo_lumo_gap_ha": 0.3618,
  "lumo_ev": 0.43,
  "spin_multiplicity": 1
}

--- two ---
{
  "formula": "C10H10O2",
  "method": "ωB97M-V/def2-TZVPD",
  "species": ["C", "C", "C", "C", "C", "C", "C", "C", "C", "C", "H", "H", "H", "H", "H", "H", "H", "H", "H", "H", "O", "O"],
  "coordinates": [[0.720, 1.279, 1.857], [1.650, 0.101, 1.550], [0.756, -0.912, 0.865], [-1.568, -1.119, 0.907], [-1.178, -0.733, -0.387], [-1.890, -0.613, -1.562], [-1.309, 0.243, -2.624], [-0.085, 0.661, -2.410], [0.648, 0.191, -1.261], [0.109, -0.463, -0.297], [1.254, 1.798, 2.764], [-0.317, 0.778, 1.866], [0.916, 2.194, 1.069], [1.585, -0.307, 2.572], [2.795, 0.114, 1.297], [1.425, -1.755, 0.695], [-2.938, -1.127, -1.624], [-1.674, 0.244, -3.927], [0.531, 1.342, -3.075], [1.744, 0.689, -1.322], [-0.487, -1.210, 1.766], [-2.688, -1.394, 1.281]],
  "homo_lumo_gap_ha": 0.3597,
  "lumo_ev": 0.07,
  "spin_multiplicity": 1
}

Most stable: one (next structure +0.0982 hartree)

--- one ---
{
  "formula": "C3H6O4S",
  "method": "ωB97M-V/def2-TZVPD",
  "species": ["C", "C", "C", "O", "O", "O", "O", "S", "H", "H", "H", "H", "H", "H"],
  "coordinates": [[1.425, -0.059, -0.929], [-0.350, -0.219, 0.824], [-0.082, 0.237, -0.607], [4.363, 0.809, -1.299], [2.964, 2.677, -1.086], [1.898, 0.602, -2.098], [2.206, 0.580, 0.040], [3.043, 1.290, -1.149], [1.680, -1.179, -1.076], [-0.280, -1.322, 1.082], [-1.285, 0.008, 1.157], [0.474, 0.307, 1.380], [-0.393, 1.187, -0.763], [-0.799, -0.307, -1.189]],
  "homo_lumo_gap_ha": 0.4454,
  "lumo_ev": 0.81,
  "spin_multiplicity": 1
}

--- two ---
{
  "formula": "C3H6O4S",
  "method": "ωB97M-V/def2-TZVPD",
  "species": ["C", "C", "C", "O", "O", "O", "O", "S", "H", "H", "H", "H", "H", "H"],
  "coordinates": [[0.270, 0.423, 0.583], [-1.861, -0.064, -0.498], [-0.808, -0.616, 0.400], [3.348, 0.870, -0.118], [2.268, -1.174, -0.899], [1.497, -0.147, 1.152], [0.904, 0.813, -0.690], [2.198, 0.083, -0.237], [0.040, 1.462, 1.003], [-1.865, -0.382, -1.522], [-1.677, 1.006, -0.529], [-2.828, -0.084, -0.077], [-0.185, -1.430, 0.009], [-1.301, -0.760, 1.422]],
  "homo_lumo_gap_ha": 0.4381,
  "lumo_ev": 0.72,
  "spin_multiplicity": 1
}

Most stable: two (next structure +0.0110 hartree)

--- one ---
{
  "formula": "C9H15N4",
  "method": "ωB97M-V/def2-TZVPD",
  "species": ["C", "N", "C", "N", "N", "C", "C", "C", "C", "C", "C", "C", "N", "H", "H", "H", "H", "H", "H", "H", "H", "H", "H", "H", "H", "H", "H", "H"],
  "coordinates": [[3.520, 0.576, -1.008], [2.794, 0.259, 0.274], [1.310, 0.329, -0.011], [0.827, 1.512, 0.410], [-0.403, 1.829, 0.287], [-1.462, 0.848, 0.517], [-2.813, 1.234, -0.063], [-3.600, 0.335, -0.713], [-2.981, -0.930, -1.073], [-1.872, -1.385, -0.465], [-1.154, -0.605, 0.549], [-0.015, -0.920, 1.237], [0.490, -2.168, 1.115], [3.091, 1.403, -1.432], [4.536, 0.593, -1.086], [3.188, -0.183, -1.761], [3.148, 0.905, 0.984], [2.992, -0.697, 0.449], [1.178, -0.285, -0.857], [-0.538, 2.862, 0.286], [-1.607, 1.165, 1.527], [-3.017, 2.325, 0.158], [-4.537, 0.679, -1.129], [-3.576, -1.778, -1.499], [-1.712, -2.456, -0.560], [0.367, -0.552, 2.116], [1.316, -2.433, 1.590], [0.529, -2.462, 0.159]],
  "homo_lumo_gap_ha": [0.2646, 0.2645],
  "charge": 1,
  "lumo_ev": [-3.39, -3.39],
  "smiles": "C[NH2+]/C=N/N[C@H]1C=CC=C/C1=C\\N",
  "spin_multiplicity": 1
}

--- two ---
{
  "formula": "C9H15N4",
  "method": "ωB97M-V/def2-TZVPD",
  "species": ["C", "C", "C", "N", "C", "C", "N", "C", "C", "C", "N", "C", "N", "H", "H", "H", "H", "H", "H", "H", "H", "H", "H", "H", "H", "H", "H", "H"],
  "coordinates": [[2.176, 1.170, 2.439], [2.675, 0.968, 1.374], [3.183, 0.669, 0.035], [2.113, 0.042, -0.805], [0.900, 0.843, -1.096], [-0.217, 0.155, -0.273], [-1.429, 0.038, -1.010], [-2.575, 0.088, -0.420], [-3.235, 1.419, -0.141], [-3.348, -1.127, -0.019], [0.342, -1.241, -0.103], [1.707, -1.110, -0.266], [2.517, -2.128, 0.126], [1.520, 1.223, 3.276], [3.989, -0.057, 0.115], [3.589, 1.557, -0.439], [0.606, 0.764, -2.140], [0.927, 1.878, -0.775], [-0.257, 0.703, 0.668], [-3.336, 1.914, -1.106], [-4.238, 1.278, 0.254], [-2.625, 2.014, 0.539], [-3.933, -1.488, -0.872], [-2.698, -1.946, 0.282], [-4.063, -0.880, 0.761], [0.064, -1.737, -0.962], [2.709, -2.261, 1.104], [2.939, -2.746, -0.545]],
  "homo_lumo_gap_ha": 0.2725,
  "charge": 1,
  "lumo_ev": -4.19,
  "smiles": "C#CCN1C[C@@H](N=C(C)C)NC1=[NH2+]",
  "spin_multiplicity": 1
}

Most stable: two (next structure +0.0395 hartree)

--- one ---
{
  "formula": "C3H5NO2S",
  "method": "ωB97M-V/def2-TZVPD",
  "species": ["O", "C", "O", "N", "C", "C", "S", "H", "H", "H", "H", "H"],
  "coordinates": [[-2.696, 0.052, -0.273], [-1.853, -0.570, -0.966], [-2.141, -1.208, -2.037], [-0.484, -0.477, -0.714], [0.233, -0.274, 0.548], [1.401, 0.777, 0.596], [2.581, 0.780, 2.016], [0.012, -0.126, -1.520], [-0.488, 0.115, 1.292], [0.495, -1.280, 0.855], [1.976, 0.438, -0.309], [0.966, 1.774, 0.512]],
  "homo_lumo_gap_ha": 0.2158,
  "charge": -2,
  "lumo_ev": 6.03,
  "smiles": "O=C([O-])NCC[S-]",
  "spin_multiplicity": 1
}

--- two ---
{
  "formula": "C3H5NO2S",
  "method": "ωB97M-V/def2-TZVPD",
  "species": ["N", "C", "C", "S", "C", "O", "O", "H", "H", "H", "H", "H"],
  "coordinates": [[0.704, 0.159, 1.336], [-0.084, -0.423, 0.260], [-0.939, 0.637, -0.442], [-2.177, 1.470, 0.652], [0.888, -1.090, -0.760], [0.613, -2.270, -1.102], [1.893, -0.410, -1.087], [0.115, 0.886, 1.753], [1.499, 0.596, 0.879], [-0.749, -1.196, 0.644], [-0.282, 1.417, -0.829], [-1.481, 0.223, -1.305]],
  "homo_lumo_gap_ha": 0.2059,
  "charge": -2,
  "lumo_ev": 6.22,
  "smiles": "N[C@@H](C[S-])C(=O)[O-]",
  "spin_multiplicity": 1
}

Most stable: two (next structure +0.0156 hartree)

--- one ---
{
  "formula": "C19H34AsO9PRuS5",
  "method": "ωB97M-V/def2-TZVPD",
  "species": ["Ru", "O", "S", "O", "O", "C", "C", "C", "C", "C", "C", "S", "O", "O", "O", "H", "H", "H", "H", "C", "C", "S", "C", "C", "S", "H", "H", "H", "H", "H", "H", "C", "C", "O", "P", "O", "C", "C", "O", "C", "C", "H", "H", "H", "H", "H", "H", "H", "H", "H", "H", "H", "H", "H", "H", "H", "C", "As", "C", "C", "S", "H", "H", "H", "H", "H", "H", "H", "H", "H"],
  "coordinates": [[-0.253, -0.114, 0.686], [-0.968, -2.328, 0.117], [0.087, -2.609, -0.869], [-0.338, -3.272, -2.078], [0.928, -1.422, -1.108], [1.301, -3.709, -0.137], [1.611, -4.857, -0.851], [2.662, -5.671, -0.455], [3.414, -5.338, 0.658], [3.115, -4.192, 1.381], [2.069, -3.364, 0.990], [1.814, -1.893, 1.997], [0.408, -1.900, 2.427], [2.711, -2.084, 3.126], [2.108, -0.694, 1.194], [1.021, -5.083, -1.728], [2.907, -6.555, -1.033], [4.239, -5.968, 0.968], [3.690, -3.906, 2.249], [-0.642, 4.618, 1.409], [-0.884, 3.175, 1.017], [0.533, 2.161, 1.001], [-2.082, 2.717, 0.716], [-3.302, 3.616, 0.666], [-2.387, 1.044, 0.348], [0.415, 4.777, 1.628], [-1.218, 4.876, 2.303], [-0.936, 5.310, 0.611], [-3.457, 4.127, 1.622], [-4.193, 3.026, 0.444], [-3.196, 4.378, -0.113], [0.395, -0.959, -5.320], [1.074, -0.656, -4.002], [0.518, 0.547, -3.453], [-0.197, 0.734, -1.988], [-1.001, 2.080, -2.410], [-0.297, 3.327, -2.384], [-0.447, 4.004, -3.729], [-1.430, -0.302, -2.157], [-2.479, -0.149, -3.111], [-3.044, -1.524, -3.397], [0.827, -1.868, -5.747], [0.517, -0.137, -6.028], [-0.671, -1.130, -5.164], [2.142, -0.489, -4.154], [0.946, -1.489, -3.319], [0.760, 3.168, -2.153], [-0.724, 3.936, -1.586], [0.010, 3.394, -4.509], [0.030, 4.987, -3.715], [-1.506, 4.127, -3.967], [-2.095, 0.336, -4.010], [-3.234, 0.502, -2.664], [-2.319, -2.139, -3.931], [-3.968, -1.445, -3.973], [-3.245, -2.025, -2.449], [2.063, 0.948, 4.132], [0.335, 0.142, 4.392], [0.379, -1.461, 5.460], [-0.263, 1.363, 5.786], [-1.279, 0.424, 3.042], [2.419, 1.224, 5.124], [1.895, 1.825, 3.510], [2.760, 0.275, 3.644], [0.576, -1.174, 6.490], [1.145, -2.136, 5.087], [-0.601, -1.923, 5.371], [0.363, 1.307, 6.678], [-1.293, 1.118, 6.039], [-0.239, 2.373, 5.378]],
  "homo_lumo_gap_ha": [0.2131, 0.2277],
  "charge": -1,
  "lumo_ev": [2.19, 2.59],
  "spin_multiplicity": 2
}

--- two ---
{
  "formula": "C19H34AsO9PRuS5",
  "method": "ωB97M-V/def2-TZVPD",
  "species": ["Ru", "O", "S", "O", "O", "C", "C", "C", "C", "C", "C", "S", "O", "O", "O", "H", "H", "H", "H", "C", "C", "S", "C", "C", "S", "H", "H", "H", "H", "H", "H", "C", "C", "O", "P", "O", "C", "C", "O", "C", "C", "H", "H", "H", "H", "H", "H", "H", "H", "H", "H", "H", "H", "H", "H", "H", "C", "As", "C", "C", "S", "H", "H", "H", "H", "H", "H", "H", "H", "H"],
  "coordinates": [[0.512, -0.377, 0.527], [-4.040, 0.104, 2.024], [-2.813, 0.540, 1.377], [-2.364, -0.390, 0.332], [-1.742, 0.919, 2.267], [-3.264, 2.033, 0.457], [-4.549, 2.506, 0.687], [-5.026, 3.648, 0.057], [-4.211, 4.331, -0.824], [-2.925, 3.868, -1.068], [-2.436, 2.729, -0.442], [-0.735, 2.301, -0.895], [-0.328, 3.314, -1.851], [0.039, 2.300, 0.346], [-0.765, 0.955, -1.458], [-5.168, 1.950, 1.378], [-6.032, 3.995, 0.259], [-4.565, 5.224, -1.325], [-2.271, 4.385, -1.755], [1.880, -0.073, 4.968], [1.324, -0.507, 3.640], [1.431, 0.617, 2.338], [0.801, -1.734, 3.431], [0.692, -2.762, 4.520], [0.228, -2.187, 1.853], [2.218, 0.962, 4.921], [2.730, -0.692, 5.272], [1.122, -0.146, 5.751], [1.656, -2.920, 5.013], [0.355, -3.718, 4.118], [-0.022, -2.449, 5.287], [2.691, 0.766, -3.962], [1.832, -0.163, -3.132], [2.585, -0.687, -2.015], [2.454, -0.089, -0.546], [3.760, -0.723, 0.113], [3.736, -1.805, 1.047], [3.641, -3.138, 0.339], [2.913, 1.394, -0.864], [3.046, 2.494, 0.069], [3.012, 3.777, -0.727], [2.128, 1.083, -4.842], [3.600, 0.259, -4.292], [2.968, 1.651, -3.392], [1.529, -1.037, -3.707], [0.932, 0.337, -2.774], [2.893, -1.679, 1.729], [4.663, -1.711, 1.613], [2.699, -3.205, -0.210], [3.666, -3.948, 1.070], [4.465, -3.267, -0.363], [3.992, 2.365, 0.601], [2.232, 2.478, 0.780], [3.818, 3.799, -1.464], [3.130, 4.629, -0.054], [2.054, 3.866, -1.234], [-3.140, -3.082, -0.107], [-2.081, -2.341, -1.546], [-2.128, -3.804, -2.840], [-3.002, -0.923, -2.475], [0.009, -2.081, -1.235], [-4.104, -3.377, -0.524], [-3.265, -2.349, 0.683], [-2.606, -3.959, 0.257], [-3.162, -4.068, -3.069], [-1.611, -4.666, -2.425], [-1.619, -3.488, -3.748], [-3.974, -1.301, -2.797], [-2.385, -0.670, -3.336], [-3.099, -0.061, -1.826]],
  "homo_lumo_gap_ha": [0.2514, 0.2341],
  "charge": -1,
  "lumo_ev": [2.53, 1.83],
  "spin_multiplicity": 2
}

Most stable: two (next structure +0.0890 hartree)